This record from OMol25 describes C6H10O3 in the gas phase. The level of theory is ωB97M-V/def2-TZVPD.

Each atom is followed by the atoms it is bonded to, with distances in Å.
Cartesian coordinates (Å):
1 C 0.5225 -1.7662 -0.1605  C2 1.432, C3 1.469, H5 1.086
2 C 0.7742 -0.7679 -1.1561  C1 1.432, O4 1.424, H6 1.126, H7 1.091
3 C 0.4279 -3.2104 -0.4130  C1 1.469, H8 1.100, H9 1.090, H10 1.093
4 O -0.5137 -0.1972 -0.9503  C2 1.424, C13 1.595
5 H 0.3974 -1.3910 0.8513  C1 1.086
6 H 1.5087 0.0461 -0.9012  C2 1.126
7 H 0.9169 -1.1242 -2.1777  C2 1.091
8 H -0.6321 -3.4974 -0.3547  C3 1.100
9 H 0.7950 -3.4943 -1.3993  C3 1.090
10 H 0.9349 -3.7829 0.3676  C3 1.093
11 C -0.8060 2.8404 1.4641  C12 1.507, H17 1.091, H18 1.088, H19 1.093
12 C -0.5498 1.4369 0.9782  C11 1.507, C13 1.549, O14 1.213
13 C -0.3456 1.3385 -0.5544  O4 1.595, C12 1.549, O15 1.287, H16 1.109
14 O -0.4177 0.4955 1.7309  C12 1.213
15 O 0.8071 1.7846 -0.9134  C13 1.287
16 H -1.2272 1.7192 -1.1089  C13 1.109
17 H 0.0201 3.4793 1.1467  C11 1.091
18 H -0.8971 2.8569 2.5478  C11 1.088
19 H -1.7155 3.2341 1.0029  C11 1.093

* calculated total energy: -460.19189 hartree
* charge: 0
* M: 130.14 g/mol
* orbital gap (spin up / spin down): 6.75 / 6.75 eV
* relative energy (zero: lowest compared OMol25 entry of this formula, charge and spin): 99.5 kcal per mole
* E_HOMO (spin up / spin down): -8.08 / -8.08 eV